{"formula": "C2H7N2OS", "method": "wB97M-V/def2-TZVPD", "e_above_lowest_kcal_mol": 21.6, "fmax_ha_per_bohr": 0.0910, "charge": 1, "elements": ["C", "C", "N", "N", "O", "S", "H", "H", "H", "H", "H", "H", "H"], "xyz": [[0.400010, 0.621300, -0.369534], [-0.863085, -0.370135, -0.004471], [0.500739, 1.373654, 0.836904], [-0.489828, -1.391705, 0.694975], [1.493510, -0.272282, -0.598129], [-2.388510, 0.214882, -0.487561], [0.324989, 1.326008, -1.213027], [1.018634, 0.965283, 1.656793], [1.030013, 2.272422, 0.688480], [2.081839, 0.307085, -1.132739], [0.461069, -1.400793, 0.884029], [-1.193812, -1.825343, 1.404639], [-3.375367, -0.713213, 0.033990]], "forces_ev_per_a": [[-0.2, -1.5, 1.2], [0.8, 1.8, -1.2], [1.7, 1.9, 1.0], [-4.3, -0.4, 1.7], [-0.2, 1.4, -0.8], [-0.9, -1.1, 0.6], [-0.9, -0.6, 0.2], [-0.9, -0.2, -1.4], [-1.1, -1.1, 0.0], [0.1, -1.1, 0.5], [2.3, -0.7, 0.6], [1.9, 0.6, -1.9], [1.8, 1.0, -0.5]], "nbo_charge": [0.2003, 0.2063, -0.8557, -0.6749, -0.7238, 0.2462, 0.2234, 0.3963, 0.4014, 0.5042, 0.4357, 0.4473, 0.1933]}